No. 1
ORCA calculation (ωB97M-V/def2-TZVPD) on a molecular structure, C34H53N2O2P2Pt.

```
94
Properties=species:S:1:pos:R:3
C -0.38 -0.74 -3.10
C -1.09 1.30 -2.32
C -0.97 -0.49 -4.35
C -1.50 1.73 -3.59
C -1.45 0.79 -4.63
H -1.05 -1.32 -5.05
H -1.92 2.73 -3.69
H -1.82 1.05 -5.62
N -0.20 0.29 -2.24
P 1.17 -1.97 -1.21
P -0.75 2.40 0.45
C -0.10 -2.11 -2.56
H -1.02 -2.52 -2.10
H 0.17 -2.81 -3.36
C -1.87 1.58 -1.08
H -2.70 2.24 -1.31
C -2.36 2.81 1.49
C 0.68 3.53 1.09
C 0.82 -3.43 -0.10
C 2.75 -2.15 -2.25
C -2.43 1.67 2.52
H -1.52 1.59 3.11
H -3.28 1.85 3.20
H -2.60 0.69 2.04
C -2.33 4.18 2.19
H -1.46 4.37 2.81
H -2.43 4.99 1.44
H -3.22 4.24 2.84
C -3.71 2.88 0.74
H -4.49 3.13 1.49
H -3.72 3.68 -0.02
H -4.04 1.94 0.29
C 0.78 3.37 2.62
H 1.34 2.46 2.88
H 1.32 4.25 3.01
H -0.18 3.30 3.13
C 2.08 3.24 0.53
H 2.53 2.36 0.99
H 2.07 3.10 -0.56
H 2.72 4.10 0.77
C 0.30 4.91 0.57
H -0.63 5.30 0.97
H 1.10 5.62 0.83
H 0.22 4.87 -0.53
C 3.92 -2.60 -1.38
H 4.82 -2.60 -2.02
H 4.11 -1.91 -0.54
H 3.80 -3.62 -1.00
C 3.07 -0.77 -2.86
H 2.24 -0.39 -3.47
H 3.31 -0.02 -2.10
H 3.94 -0.88 -3.52
C 2.58 -3.14 -3.41
H 3.57 -3.33 -3.84
H 2.17 -4.11 -3.10
H 1.95 -2.74 -4.22
C -0.65 -3.39 0.35
H -1.34 -3.65 -0.46
H -0.79 -4.14 1.15
H -0.95 -2.40 0.73
C 1.72 -3.33 1.15
H 1.50 -2.42 1.73
H 1.52 -4.20 1.79
H 2.78 -3.33 0.90
C 1.09 -4.74 -0.84
H 0.48 -4.84 -1.75
H 2.15 -4.88 -1.10
H 0.81 -5.57 -0.17
Pt 0.64 -0.02 -0.04
C 2.37 0.05 0.53
O 3.51 0.02 0.81
N -1.35 -0.30 0.29
C -2.20 0.34 -0.45
C -3.56 -0.33 -0.52
C -3.85 -1.25 0.50
C -4.50 -0.07 -1.52
C -5.10 -1.88 0.54
H -3.11 -1.43 1.28
C -5.73 -0.72 -1.50
H -4.26 0.65 -2.31
C -6.03 -1.62 -0.47
H -5.34 -2.53 1.38
H -6.47 -0.50 -2.26
H -7.02 -2.08 -0.42
C 3.69 -1.27 4.15
C 3.34 0.14 3.77
C 4.47 1.13 3.95
O 2.25 0.45 3.29
H 4.24 -1.30 5.10
H 4.35 -1.69 3.37
H 2.78 -1.87 4.22
H 5.13 1.07 3.08
H 4.07 2.14 4.03
H 5.06 0.89 4.85
```

The multiplicity is 5. The total charge is +3.

=====

No. 2
ORCA calculation (ωB97M-V/def2-TZVPD) on a molecular structure, C34H54AsBrN2OPSe2W.

```
97
Properties=species:S:1:pos:R:3
W 0.31 -0.41 0.67
C 0.62 -5.83 -2.84
Se 0.69 -4.00 -2.18
C 2.56 -3.98 -1.63
C 2.76 -4.11 -0.14
Se 2.06 -2.68 1.04
C 1.40 -3.92 2.40
H 1.27 -5.94 -3.70
H -0.42 -6.00 -3.14
H 0.88 -6.52 -2.05
H 3.07 -3.11 -2.03
H 3.03 -4.85 -2.10
H 3.82 -4.15 0.12
H 2.27 -5.01 0.24
H 2.22 -4.60 2.62
H 0.55 -4.46 1.99
H 1.14 -3.38 3.30
C -2.16 1.53 3.81
C -0.70 1.93 3.55
C -0.44 3.31 4.17
P -0.24 1.82 1.74
C 1.03 3.12 1.52
C 2.34 2.70 2.20
C 1.26 3.49 0.07
C -1.75 2.22 0.85
C -2.59 3.30 1.11
C -3.83 3.39 0.49
C -4.75 4.55 0.75
C -4.21 2.36 -0.37
C -3.38 1.30 -0.66
C -2.13 1.24 -0.06
N -1.17 0.23 -0.39
C -1.32 -0.28 -1.75
C -1.13 0.62 -2.82
C -0.76 2.06 -2.62
C -1.36 0.16 -4.11
C -1.77 -1.14 -4.38
C -2.01 -1.61 -5.78
C -1.99 -1.98 -3.30
C -1.79 -1.58 -1.98
C -2.21 -2.51 -0.88
H -2.26 1.20 4.84
H -2.54 0.76 3.15
H -2.81 2.40 3.69
H -0.03 1.23 4.06
H -1.01 4.09 3.67
H 0.61 3.59 4.19
H -0.78 3.27 5.21
H 0.63 4.00 2.04
H 2.82 1.89 1.63
H 2.20 2.36 3.23
H 3.03 3.54 2.23
H 1.55 2.60 -0.50
H 2.07 4.21 -0.01
H 0.37 3.92 -0.39
H -2.29 4.08 1.80
H -4.32 5.25 1.46
H -5.71 4.20 1.14
H -4.96 5.09 -0.18
H -5.19 2.41 -0.85
H -3.69 0.54 -1.37
H -0.05 2.18 -1.81
H -1.64 2.66 -2.36
H -0.34 2.48 -3.53
H -1.23 0.85 -4.94
H -1.97 -0.79 -6.50
H -2.99 -2.09 -5.87
H -1.26 -2.36 -6.07
H -2.37 -2.98 -3.48
H -2.68 -3.39 -1.31
H -2.96 -2.03 -0.24
H -1.38 -2.86 -0.27
C 2.00 -0.77 -3.60
As 2.71 0.11 -2.07
C 3.02 1.95 -2.51
C 4.37 -0.62 -1.47
O 1.59 -0.13 -0.78
H 2.41 -0.27 -4.48
H 0.92 -0.66 -3.59
H 2.27 -1.82 -3.61
H 3.79 1.92 -3.29
H 3.39 2.51 -1.66
H 2.11 2.40 -2.91
H 4.96 -0.92 -2.34
H 4.19 -1.48 -0.83
H 4.92 0.14 -0.92
Br -1.72 -1.68 2.21
C -0.36 -1.30 3.45
C -0.41 -1.57 4.80
C 0.72 -1.28 5.54
C 1.84 -0.74 4.91
C 1.79 -0.49 3.55
N 0.69 -0.77 2.83
H -1.30 -2.01 5.25
H 0.74 -1.47 6.61
H 2.74 -0.51 5.47
H 2.63 -0.06 3.02
```

The total charge is +3.

=====

| no. | total energy (a.u.) |
| --- | --- |
| 1 | -2388.15955 |
| 2 | -11532.92342 |